C46H44AsBCl3F4N3O2PbSb as an isolated structure. Source: OMol25; level of theory: the ωB97M-V functional and the def2-TZVPD basis.

Geometry as XYZ:
```
106
Properties=species:S:1:pos:R:3
Pb 0.30 0.81 0.44
C -0.71 -0.12 3.81
C -0.11 1.24 4.01
C -0.24 1.89 5.24
C 0.33 3.13 5.40
C 1.02 3.70 4.34
C 1.10 2.99 3.15
N 0.56 1.79 2.99
Sb 2.16 4.14 1.64
C 3.71 2.64 1.32
C 4.90 2.82 2.02
C 5.93 1.91 1.84
C 5.75 0.86 0.97
C 4.53 0.74 0.31
C 4.27 -0.39 -0.64
N 3.54 1.61 0.49
C 1.20 4.01 -0.30
C 0.73 5.23 -0.77
C 0.36 5.34 -2.09
C 0.52 4.25 -2.93
C 0.97 3.05 -2.39
C 1.15 1.82 -3.23
N 1.27 2.93 -1.09
H -1.57 -0.26 4.45
H -1.03 -0.27 2.78
H 0.03 -0.89 4.05
H -0.81 1.42 6.03
H 0.21 3.67 6.34
H 1.43 4.69 4.42
H 5.02 3.67 2.69
H 6.87 2.03 2.37
H 6.54 0.14 0.79
H 5.07 -0.47 -1.38
H 4.21 -1.34 -0.11
H 3.32 -0.23 -1.15
H 0.64 6.07 -0.09
H -0.03 6.27 -2.48
H 0.28 4.31 -3.98
H 1.10 2.07 -4.29
H 2.12 1.37 -3.02
H 0.38 1.08 -3.00
Cl 0.95 -5.46 5.07
C 0.52 -4.32 3.82
C 1.51 -3.55 3.22
C 1.15 -2.67 2.22
Cl 2.40 -1.66 1.55
C -0.17 -2.49 1.75
O -0.50 -1.70 0.80
C -1.12 -3.27 2.44
Cl -2.80 -3.07 2.02
C -0.80 -4.17 3.44
H 2.54 -3.63 3.54
H -1.58 -4.75 3.92
O -0.48 -0.41 -1.59
As -0.78 -2.02 -1.73
C -2.50 -2.63 -1.16
C -2.87 -3.96 -1.32
C -4.16 -4.35 -1.00
C -5.08 -3.42 -0.55
C -4.71 -2.08 -0.42
C -3.42 -1.69 -0.72
C -0.97 -2.25 -3.66
C -1.65 -1.24 -4.34
C -1.83 -1.30 -5.71
C -1.31 -2.38 -6.43
C -0.64 -3.39 -5.76
C -0.46 -3.32 -4.38
C 0.67 -3.23 -1.37
C 1.88 -2.90 -1.97
C 2.98 -3.72 -1.79
C 2.87 -4.86 -1.00
C 1.67 -5.18 -0.40
C 0.56 -4.37 -0.59
H -2.16 -4.68 -1.70
H -4.44 -5.39 -1.11
H -6.09 -3.73 -0.31
H -5.43 -1.35 -0.07
H -3.11 -0.66 -0.60
H -2.04 -0.39 -3.78
H -2.36 -0.51 -6.23
H -1.44 -2.43 -7.50
H -0.23 -4.23 -6.31
H 0.07 -4.11 -3.87
H 1.96 -2.00 -2.57
H 3.93 -3.46 -2.24
H 3.74 -5.49 -0.85
H 1.59 -6.06 0.23
H -0.38 -4.60 -0.09
C -4.16 2.41 0.28
C -2.66 2.50 0.00
C -2.40 2.36 -1.50
C -1.89 1.48 0.85
H -4.70 3.24 -0.18
H -4.35 2.43 1.35
H -4.56 1.48 -0.11
H -2.32 3.50 0.31
H -2.55 1.33 -1.82
H -1.38 2.63 -1.74
H -3.07 3.00 -2.08
H -2.41 0.52 0.85
H -1.88 1.83 1.89
F -1.65 5.92 3.55
B -0.85 6.04 2.42
F -0.65 4.76 1.85
F -1.43 6.87 1.46
F 0.42 6.53 2.77
```

The total energy comes out at -178727.5898 eV. Its gap between HOMO and LUMO is 6.61 eV. The lowest unoccupied orbital energy is 2.14 eV. As for the energy relative to the best compared isomer or geometry (same formula, charge and spin): 0.369 eV. The net charge is -1.